Here is a molecular structure, C62H54AuFGeNP3SSi from the OMol25 dataset. Energies are from ωB97M-V/def2-TZVPD.

- 2S+1 = 1
- ΔE to the lowest compared entry with this formula, charge and spin (kcal per mole) = 3.12
- HOMO level (eV) = -12.663
- LUMO level (eV) = -6.8
- total charge = +2
- frontier orbital gap (Eh) = 0.214

Positions of all 125 atoms, in Å:
Au 0.00798 0.28728 -0.25380
F 3.49063 2.27270 3.09340
Ge 2.15277 1.97179 1.99429
C 1.57381 3.73828 1.46450
C 1.98573 4.84563 2.20897
C 1.70616 6.13201 1.77433
C 1.00550 6.33131 0.59066
C 0.57669 5.24290 -0.14980
C 0.86939 3.94314 0.28002
P 0.22322 2.61911 -0.78567
C 1.10541 2.74072 -2.35612
C 2.13188 3.66392 -2.53492
C 2.77379 3.75514 -3.76401
C 2.40082 2.92628 -4.81053
C 1.37907 1.99810 -4.63560
C 0.73454 1.90332 -3.41284
C -1.46009 3.21305 -1.10396
C -1.89731 3.58846 -2.37096
C -3.17754 4.10924 -2.53510
C -4.02113 4.24461 -1.44336
C -3.58152 3.88344 -0.17146
C -2.30137 3.38094 -0.00080
C 0.82728 1.51630 3.38032
C 1.11475 2.36124 4.46761
C 0.20533 2.55504 5.49625
C -1.02899 1.93426 5.44882
C -1.31211 1.07592 4.40298
C -0.39384 0.82917 3.37093
P -0.72349 -0.52888 2.18936
C -2.53819 -0.73015 2.14064
C -3.12436 -1.96592 2.39826
C -4.50932 -2.11376 2.34311
C -5.31127 -1.02995 2.02727
C -4.72868 0.20463 1.74800
C -3.35165 0.34778 1.79252
C -0.21803 -2.02370 3.12217
C 0.42271 -3.09851 2.51482
C 0.68240 -4.26540 3.22542
C 0.32517 -4.36203 4.55936
C -0.29538 -3.28580 5.18231
C -0.56862 -2.13044 4.47052
C 3.37028 1.60881 0.43257
C 4.39390 2.56054 0.52675
C 5.29434 2.77048 -0.51101
C 5.16890 2.06074 -1.69207
C 4.18034 1.09845 -1.80885
C 3.30870 0.83983 -0.74848
P 2.16572 -0.53764 -0.89273
C 2.24769 -1.27490 -2.53751
C 3.45210 -1.83499 -2.97931
C 3.52884 -2.38516 -4.24822
C 2.40946 -2.38878 -5.07804
C 1.21281 -1.84759 -4.63706
C 1.13306 -1.28637 -3.36882
C 2.78026 -1.82314 0.21721
C 3.41689 -1.52958 1.42654
C 3.95771 -2.54666 2.19781
C 3.87368 -3.86402 1.76997
C 3.22273 -4.17063 0.58291
C 2.66569 -3.16137 -0.18767
H 2.53911 4.70040 3.13003
H 2.03510 6.98358 2.35806
H 0.78411 7.33513 0.24901
H 0.00782 5.40664 -1.05747
H 2.44553 4.30043 -1.71766
H 3.57334 4.47396 -3.89852
H 2.90321 3.00377 -5.76782
H 1.08697 1.35105 -5.45382
H -0.06978 1.18806 -3.28290
H -1.24261 3.49922 -3.22805
H -3.50867 4.41684 -3.51972
H -5.01634 4.65194 -1.57683
H -4.22806 4.01998 0.68712
H -1.93948 3.15402 0.99747
H 2.05620 2.88662 4.51196
H 0.46286 3.20735 6.32056
H -1.76461 2.10358 6.22625
H -2.27746 0.59122 4.38308
H -2.50455 -2.81824 2.65358
H -4.95728 -3.07792 2.55775
H -6.38916 -1.14195 1.99535
H -5.35198 1.05241 1.49225
H -2.90419 1.30888 1.57476
H 0.71334 -3.04387 1.47917
H 1.16433 -5.09965 2.72877
H 0.52947 -5.26756 5.11612
H -0.57904 -3.34840 6.22610
H -1.06410 -1.32059 4.98080
H 4.49351 3.15403 1.42544
H 6.08075 3.50707 -0.39436
H 5.83638 2.24907 -2.52507
H 4.09161 0.55004 -2.73807
H 4.32073 -1.85165 -2.33177
H 4.45987 -2.82081 -4.58861
H 2.47341 -2.82626 -6.06772
H 0.33706 -1.87005 -5.27461
H 0.19149 -0.88682 -3.01378
H 3.55764 -0.51070 1.75531
H 4.46359 -2.30285 3.12327
H 4.31786 -4.65422 2.36373
H 3.15315 -5.19899 0.24852
H 2.16794 -3.41413 -1.11429
C -1.76727 -4.72544 -2.78294
Si -2.98441 -4.28124 -1.46040
C -2.44583 -4.91413 0.20448
C -4.68881 -4.89896 -1.81589
C -3.07314 -2.37388 -1.46845
C -4.22461 -1.71333 -1.89483
C -4.29569 -0.31990 -1.94869
C -3.19733 0.41289 -1.57269
N -2.05471 -0.19229 -1.19610
C -2.01290 -1.52448 -1.14877
S -0.42795 -2.06768 -0.60675
H -1.59803 -5.80726 -2.81976
H -0.80000 -4.24306 -2.59734
H -2.12571 -4.40443 -3.76488
H -2.04283 -5.92975 0.09895
H -3.31153 -4.96891 0.87345
H -1.68021 -4.30229 0.69181
H -4.73572 -5.97255 -1.60071
H -4.99066 -4.75887 -2.85911
H -5.42240 -4.40486 -1.17021
H -5.09867 -2.29518 -2.17250
H -5.19825 0.18662 -2.26720
H -3.20764 1.48913 -1.57675

Here is a molecular structure, C62H60N2O2P2Pd from the OMol25 dataset. Energies are from ωB97M-V/def2-TZVPD.

- 2S+1 = 1
- ΔE to the lowest compared entry with this formula, charge and spin (kcal per mole) = 7.47
- HOMO level (eV) = -4.450
- LUMO level (eV) = -1.6
- frontier orbital gap (Eh) = 0.103

Positions of all 129 atoms, in Å:
C 1.17357 -4.44499 9.58091
O 1.60445 -4.37899 8.19971
C 1.15690 -3.41328 7.37247
C 1.72681 -3.39531 6.07652
C 1.50811 -2.33495 5.24819
C 0.72335 -1.17173 5.63955
O 0.53191 -0.15911 4.90543
C 0.15892 -1.26741 6.96593
C 0.24949 -2.38709 7.74812
H 1.68465 -5.32034 9.97701
H 1.46741 -3.55765 10.15278
H 0.08615 -4.55953 9.66655
H 2.38138 -4.21305 5.77510
H 1.95401 -2.34229 4.25693
H -0.35556 -0.39623 7.34441
H -0.30203 -2.44007 8.69255
C -6.67447 1.97888 0.20550
N -5.61407 2.81885 -0.29744
C -6.02946 3.99049 -1.04902
C -4.30447 2.56661 -0.01788
C -3.29279 3.46513 -0.46408
C -1.95499 3.15456 -0.34640
C -1.52266 1.95980 0.34616
C -0.16249 1.85322 0.89618
C 0.63992 2.99370 1.16103
C 1.76279 3.08412 2.00170
C 2.68709 2.02254 2.27440
C 2.29715 0.95732 3.09959
C 3.22789 0.14737 3.71010
C 4.58602 0.20935 3.34967
N 5.49414 -0.61107 3.95302
C 6.77510 -0.86100 3.34467
C 5.21011 -1.37438 5.15329
C 4.96129 1.16583 2.36540
C 4.03638 2.03737 1.82797
Pd -0.66014 0.77790 -1.29601
P -1.10528 1.32308 -3.40672
C 0.03525 0.72901 -4.69637
C -0.35407 -0.22464 -5.65206
C 0.58117 -0.75376 -6.53727
C 1.90588 -0.31194 -6.49640
C 2.30382 0.64910 -5.56337
C 1.37636 1.15257 -4.65355
C -2.75702 0.71873 -3.82563
C -3.27291 0.93172 -5.11728
C -4.59508 0.60097 -5.40664
C -5.38780 0.00892 -4.41633
C -4.87001 -0.25932 -3.14648
C -3.55557 0.09762 -2.84809
C -1.18328 3.12411 -3.56278
C -2.37439 3.78719 -3.90068
C -2.43240 5.18006 -3.88156
C -1.28522 5.92108 -3.57372
C -0.07844 5.27457 -3.28205
C -0.04549 3.88000 -3.22639
P 0.37785 -1.25383 -1.24302
C -0.46586 -2.11896 0.12129
C -1.39447 -3.14767 -0.11073
C -2.24193 -3.56755 0.91637
C -2.22915 -2.91519 2.15289
C -1.26689 -1.93278 2.41303
C -0.33152 -1.61129 1.42929
C 0.23134 -2.30826 -2.72695
C 1.34444 -2.91896 -3.33725
C 1.18301 -3.72836 -4.46278
C -0.08816 -3.91028 -5.01784
C -1.20016 -3.27651 -4.45173
C -1.03695 -2.48811 -3.31151
C 2.13899 -1.26923 -0.79743
C 2.66571 -2.20645 0.11103
C 4.03904 -2.24866 0.35819
C 4.89025 -1.34052 -0.28139
C 4.36845 -0.36604 -1.13793
C 2.99777 -0.32365 -1.38945
C -2.56567 1.07089 0.81389
C -3.89899 1.38181 0.66574
H -6.67723 0.99386 -0.26191
H -6.59416 1.83858 1.28291
H -7.63492 2.44568 0.00392
H -5.46990 4.07773 -1.99153
H -7.09542 3.89282 -1.28407
H -5.87431 4.91019 -0.46308
H -3.59374 4.40587 -0.93806
H -1.19387 3.79784 -0.79041
H 0.07694 0.91461 1.39396
H 0.29003 3.94142 0.71797
H 2.07029 4.10389 2.20758
H 1.24779 0.87447 3.36155
H 2.93344 -0.60757 4.42831
H 7.34537 0.07231 3.22379
H 7.33390 -1.52902 4.00056
H 6.68855 -1.34488 2.35782
H 4.66313 -2.29536 4.92580
H 6.17258 -1.64017 5.59338
H 4.63483 -0.79553 5.87561
H 5.99476 1.16520 2.02099
H 4.33025 2.75514 1.05765
H -1.37765 -0.59702 -5.67207
H 0.27256 -1.55541 -7.21221
H 2.63087 -0.74662 -7.18097
H 3.34072 0.98739 -5.51911
H 1.70883 1.85744 -3.89208
H -2.63603 1.37365 -5.88729
H -4.98445 0.80842 -6.40332
H -6.41557 -0.25302 -4.64981
H -5.47888 -0.75385 -2.38389
H -3.16234 -0.11340 -1.84890
H -3.26761 3.22384 -4.15521
H -3.38484 5.67269 -4.09983
H -1.34032 7.01060 -3.54813
H 0.83013 5.84712 -3.07148
H 0.86843 3.39083 -2.89137
H -1.44804 -3.61305 -1.09482
H -2.92060 -4.39977 0.73695
H -2.95023 -3.18020 2.92402
H -1.22376 -1.40758 3.37294
H 0.48620 -0.93821 1.69109
H 2.34258 -2.75998 -2.92928
H 2.05807 -4.20055 -4.92127
H -0.21171 -4.53347 -5.90440
H -2.19206 -3.38606 -4.90512
H -1.91635 -1.99646 -2.88614
H 2.00138 -2.90535 0.62282
H 4.43437 -2.99193 1.05390
H 5.96483 -1.38731 -0.10273
H 5.03175 0.36508 -1.61144
H 2.59132 0.45063 -2.04156
H -2.26495 0.14320 1.29964
H -4.66942 0.70724 1.04800

Here is a molecular structure, C62H61BaNOP2S from the OMol25 dataset. Energies are from ωB97M-V/def2-TZVPD.

- 2S+1 = 1
- ΔE to the lowest compared entry with this formula, charge and spin (kcal per mole) = 16.44
- HOMO level (eV) = -5.167
- LUMO level (eV) = 0.2
- frontier orbital gap (Eh) = 0.197

Positions of all 129 atoms, in Å:
Ba -0.96678 -0.27548 0.31146
C -3.41090 -1.53886 5.83551
C -2.85474 -1.90231 4.45548
C -2.04777 -3.19216 4.52919
C -2.07948 -0.72452 3.91003
C -2.78456 0.34574 3.34924
C -2.16881 1.55680 3.07832
C -0.81016 1.74579 3.36442
C -0.14554 3.08440 3.20422
C -0.09732 0.65373 3.83826
C -0.71126 -0.56847 4.09596
H -4.01186 -2.35813 6.23524
H -4.03484 -0.64596 5.78848
H -2.59610 -1.34090 6.53574
H -3.70000 -2.06363 3.78702
H -1.26436 -3.13365 5.28898
H -1.57226 -3.41545 3.57539
H -2.69478 -4.03019 4.79528
H -3.85379 0.24371 3.18945
H -2.74290 2.38898 2.68646
H 0.18937 3.25024 2.17716
H 0.71796 3.15941 3.86638
H -0.83898 3.89418 3.43142
H 0.95968 0.76684 4.04767
H -0.11726 -1.37877 4.50549
O 0.33150 -2.05070 -0.66178
S 0.93907 -1.39176 -1.93818
C 0.07089 -0.01067 -2.52562
C 0.09217 -0.23308 -3.97930
C 0.26339 0.75426 -4.87549
C 0.46588 2.10409 -4.39629
C 0.29443 2.43157 -3.11502
C -0.11125 1.46794 -2.03669
P 1.02539 1.95089 -0.52163
C 0.04300 3.36143 -0.18828
C 0.32558 4.71192 -0.22050
C -0.62683 5.67362 0.09185
C -1.90264 5.20209 0.47742
C -2.28281 3.89806 0.38933
C -1.35859 2.81875 -0.11332
C 2.66784 2.53328 -1.04305
C 3.30961 2.20549 -2.23299
C 4.58677 2.68472 -2.49754
C 5.23948 3.49260 -1.58183
C 4.60584 3.83254 -0.39368
C 3.33232 3.35807 -0.12765
C 2.62766 -1.04933 -1.37679
C 3.51090 -0.95844 -2.44417
C 4.86547 -0.76942 -2.22647
C 5.33304 -0.66765 -0.92833
C 4.45053 -0.78165 0.13678
C 3.08401 -0.98762 -0.05342
P 1.97159 -1.21867 1.40863
C 2.93332 -0.44540 2.75534
C 3.27984 0.89996 2.62026
C 3.80791 1.60816 3.68568
C 3.98609 0.98469 4.91560
C 3.64506 -0.35112 5.06168
C 3.12359 -1.06467 3.98792
C 2.14663 -3.00114 1.75691
C 0.98403 -3.71593 2.02318
C 1.03673 -5.06787 2.33522
C 2.26026 -5.71886 2.37131
C 3.42723 -5.01667 2.09334
C 3.37024 -3.66602 1.78860
H -0.00174 -1.25478 -4.33587
H 0.26491 0.54301 -5.93699
H 0.74941 2.87977 -5.09837
H 0.43662 3.45875 -2.79309
H 1.34802 5.01927 -0.42623
H -0.38224 6.72505 0.12207
H -2.62308 5.90941 0.88068
H -3.24253 3.60342 0.80247
H -1.40764 2.07689 0.71782
H 2.80801 1.59109 -2.96298
H 5.07055 2.42245 -3.43067
H 6.23338 3.86558 -1.79472
H 5.09879 4.47799 0.32254
H 2.83128 3.65390 0.78780
H 3.12270 -1.03631 -3.45404
H 5.54426 -0.69465 -3.06594
H 6.38586 -0.50896 -0.73414
H 4.84214 -0.71317 1.14327
H 3.13052 1.39204 1.66855
H 4.07287 2.65085 3.55939
H 4.39008 1.53803 5.75342
H 3.78583 -0.84551 6.01451
H 2.85911 -2.10679 4.12060
H 0.02351 -3.21517 1.97514
H 0.12378 -5.61153 2.54633
H 2.30716 -6.77351 2.61037
H 4.38309 -5.52421 2.11378
H 4.28443 -3.12523 1.57243
C -3.97183 2.67314 -1.79471
C -2.65224 2.40662 -2.54184
C -2.96521 1.21413 -3.45875
C -1.59780 1.91827 -1.47500
C -2.33232 3.64671 -3.39035
C -2.19618 3.57326 -4.77888
C -1.96502 4.70300 -5.54645
C -1.86034 5.95005 -4.94592
C -2.01036 6.04421 -3.57297
C -2.25827 4.90893 -2.81306
H -4.25872 1.79404 -1.20346
H -4.76159 2.85589 -2.52642
H -3.91952 3.53072 -1.13321
H -3.34122 0.38484 -2.84853
H -2.10686 0.85701 -4.01894
H -3.75607 1.48154 -4.16227
H -2.13771 0.99057 -1.20351
H -2.26200 2.62004 -5.28483
H -1.86206 4.60411 -6.62041
H -1.66726 6.83309 -5.54203
H -1.93331 7.00384 -3.07770
H -2.36095 5.01124 -1.74326
N -2.32820 -2.52630 -2.29861
C -2.83764 -2.72997 -1.03248
C -2.27974 -3.71378 -0.20445
C -2.86639 -4.02008 1.00790
C -3.99367 -3.33389 1.45152
C -4.49556 -2.29914 0.67856
C -3.92988 -1.99508 -0.55401
H -2.52423 -1.64189 -2.74301
H -1.36841 -2.81058 -2.42051
H -1.40539 -4.25543 -0.54322
H -2.44942 -4.81937 1.60834
H -4.47245 -3.61372 2.37739
H -5.36629 -1.74512 1.00815
H -4.37487 -1.22845 -1.18089